Record 1
Density functional theory data (ωB97M-V/def2-TZVPD) for one molecule with the formula C9H13NO5.

## Properties
Maximum force ... 4.47 eV/A
Total energy ... -781.559828 Ha
HOMO ... -9.3 eV
Gap between HOMO and LUMO ... 8.24 eV
SMILES ... C[C@H](O)CNCCOC1=CC(=O)OC1=O
Molecular weight ... 215.21 g/mol
Relative energy (zero: lowest compared OMol25 entry of this formula, charge and spin) ... 69.91 kcal/mol

The geometry in XYZ format:
```
28
Properties=species:S:1:pos:R:3:forces:R:3
C 2.888 0.168 1.177 0.5 0.1 0.1
C 2.672 0.874 -0.279 -1.4 -0.2 1.9
O 2.676 2.319 0.007 -0.7 -1.1 -0.5
C 1.171 0.530 -0.750 0.2 0.1 -0.5
N 1.045 -0.729 -1.538 -0.1 0.1 1.0
C 0.634 -1.899 -0.718 -0.4 -0.8 -0.7
C -0.925 -1.940 -0.326 0.7 -2.3 -0.7
O -1.247 -1.287 0.944 -2.2 2.3 -1.7
C -2.165 -0.236 0.704 -0.5 4.2 0.3
C -1.979 1.180 0.823 0.2 -3.6 0.1
C -3.301 1.940 0.393 2.5 1.7 0.3
O -3.276 3.122 0.034 -1.3 -4.1 1.2
O -4.357 0.992 0.473 2.9 0.7 -1.1
C -3.680 -0.270 0.233 -2.6 -3.3 -0.8
O -4.383 -1.158 -0.261 3.0 2.6 1.8
H 2.000 -0.468 1.495 1.2 0.7 -0.5
H 3.837 -0.460 1.228 -1.2 0.7 -0.1
H 2.991 0.990 1.978 -0.1 -1.2 -1.4
H 3.474 0.583 -1.027 -1.1 0.7 0.9
H 1.771 2.479 0.367 1.1 0.1 -0.4
H 0.547 0.422 0.197 0.8 0.4 -1.1
H 0.756 1.393 -1.381 0.7 -1.1 0.9
H 0.435 -0.610 -2.361 0.5 -0.2 0.8
H 1.323 -2.065 0.191 -1.2 0.6 -1.3
H 0.808 -2.828 -1.382 -0.4 1.3 1.0
H -1.188 -3.056 -0.191 0.3 1.7 -0.1
H -1.564 -1.573 -1.193 0.8 -0.2 1.2
H -0.963 1.588 1.162 -2.0 -0.1 -0.7
```
Positions in Å, forces in eV/Å.

Listed below, in e, are the Löwdin charges computed for each atom:
1. C -0.0586
2. C -0.3201
3. O -0.1085
4. C -0.1963
5. N -0.0830
6. C -0.1868
7. C -0.1458
8. O -0.0628
9. C -0.1258
10. C 0.1320
11. C -0.3468
12. O 0.1165
13. O 0.0900
14. C -0.2792
15. O 0.1273
16. H 0.0568
17. H 0.0763
18. H 0.0900
19. H 0.1474
20. H 0.0836
21. H 0.0806
22. H 0.1391
23. H 0.1091
24. H 0.1264
25. H 0.1277
26. H 0.1383
27. H 0.1375
28. H 0.1351

Record 2
Density functional theory data (ωB97M-V/def2-TZVPD) for C10H26N2O7PSn as an isolated structure.

## Properties
Maximum force ... 5.70 eV/A
Total energy ... -1588.321615 Ha
HOMO ... -2.2 eV
Gap between HOMO and LUMO ... 3.63 eV
Molecular weight ... 436.01 g/mol
Total charge ... -1
Relative energy (zero: lowest compared OMol25 entry of this formula, charge and spin) ... 66.69 kcal/mol

The geometry in XYZ format:
```
47
Properties=species:S:1:pos:R:3:forces:R:3
Sn -0.010 -0.651 -1.087 2.7 -2.9 -0.5
P 2.408 -3.319 -1.802 2.6 -1.7 -3.0
O 2.278 -4.867 -1.590 0.2 2.5 0.7
O 1.143 -2.916 -2.662 -1.6 2.0 0.4
O 3.732 -2.961 -2.663 -2.8 -0.4 2.2
O 2.297 -2.378 -0.546 -0.9 0.9 0.7
C 2.704 2.138 -1.589 0.4 -0.6 -0.1
O 2.124 1.507 -0.469 -1.2 -0.1 -0.2
C 3.060 0.875 0.356 1.2 0.3 0.9
C 2.502 0.321 1.653 -1.1 1.2 0.9
N 1.569 -0.768 1.500 -0.4 -0.8 0.1
C 1.318 -1.722 2.660 0.7 1.9 -1.1
C 0.367 -2.804 2.293 -0.1 -0.8 -1.8
O -0.901 -2.214 2.170 -2.7 -0.9 1.1
C -2.023 -3.165 2.381 1.0 2.1 0.7
H 3.221 3.066 -1.340 -0.1 0.3 0.3
H 1.925 2.317 -2.330 0.0 0.1 0.1
H 3.458 1.471 -2.006 0.0 -0.1 -0.4
H 3.788 1.622 0.674 0.1 0.5 0.2
H 3.711 0.170 -0.161 -0.6 -0.6 -0.4
H 1.943 1.083 2.196 -0.1 0.8 -0.2
H 3.356 0.242 2.325 0.5 -1.1 0.0
H 1.980 -1.283 0.735 0.1 -1.6 -0.5
H 0.769 -1.181 3.431 0.4 0.3 0.3
H 2.289 -2.061 3.019 -0.1 -0.3 0.2
H 0.361 -3.632 3.002 0.1 0.1 0.3
H 0.479 -3.191 1.280 1.4 -0.5 0.1
H -2.761 -2.452 2.749 -0.8 -0.3 -0.8
H -1.912 -3.795 3.263 0.8 -0.3 -0.1
H -2.279 -3.777 1.516 0.0 0.3 -0.1
C -2.809 3.489 -2.679 -1.7 3.4 1.5
C -2.222 2.430 -1.850 0.9 0.5 -2.0
C -2.928 1.936 -0.660 0.4 1.3 2.0
O -1.960 1.193 0.095 -0.5 -1.6 0.4
C -2.311 0.747 1.439 0.1 0.7 -0.2
N -2.091 1.430 -2.820 2.6 -4.6 -2.1
H -3.861 3.248 -2.831 0.0 0.2 -0.6
H -2.275 3.787 -3.582 0.0 -0.9 -0.1
H -2.780 4.425 -2.122 -0.5 0.5 0.3
H -1.241 2.792 -1.545 0.3 -0.5 0.2
H -3.905 1.521 -0.911 0.1 -0.8 0.2
H -3.088 2.820 -0.043 -0.7 0.3 0.2
H -3.043 -0.056 1.532 -0.4 0.1 -0.7
H -2.634 1.618 2.009 -0.3 0.1 0.0
H -1.453 0.341 1.975 0.5 0.1 -0.7
H -1.482 1.624 -3.602 0.7 0.5 0.5
H -2.814 0.979 -3.362 -1.2 0.3 1.2
```
Positions in Å, forces in eV/Å.

Listed below, in e, are the Löwdin charges computed for each atom:
1. Sn 1.3740
2. P -0.0196
3. O -0.4607
4. O -0.5076
5. O -0.5011
6. O -0.5110
7. C -0.1078
8. O -0.2785
9. C -0.2472
10. C -0.2300
11. N -0.0969
12. C -0.1487
13. C -0.2526
14. O -0.2599
15. C -0.0591
16. H 0.0836
17. H 0.0799
18. H 0.0994
19. H 0.1150
20. H 0.1358
21. H 0.1090
22. H 0.1143
23. H -0.0279
24. H 0.1116
25. H 0.1223
26. H 0.1214
27. H 0.1218
28. H 0.0710
29. H 0.0743
30. H 0.0894
31. C -0.0909
32. C -0.5117
33. C -0.1896
34. O -0.3388
35. C -0.0768
36. N 0.0015
37. H 0.0901
38. H 0.0895
39. H 0.0745
40. H 0.1536
41. H 0.1399
42. H 0.1291
43. H 0.0820
44. H 0.0826
45. H 0.0715
46. H 0.0837
47. H 0.0955

Record 3
Density functional theory data (ωB97M-V/def2-TZVPD) for C9H14NS as an isolated structure.

## Properties
Maximum force ... 4.95 eV/A
Total energy ... -803.954498 Ha
HOMO ... -12.7 eV
Gap between HOMO and LUMO ... 8.22 eV
Molecular weight ... 168.28 g/mol
Total charge ... +1
Relative energy (zero: lowest compared OMol25 entry of this formula, charge and spin) ... 34.12 kcal/mol

The geometry in XYZ format:
```
25
Properties=species:S:1:pos:R:3:forces:R:3
C 1.868 2.578 0.184 0.9 -0.8 0.7
C 2.493 1.338 0.361 -2.3 -0.3 0.6
C 0.515 2.722 0.039 0.1 0.6 -1.3
C 1.676 0.245 0.447 -2.1 0.6 -1.7
C -0.233 1.550 -0.088 0.1 2.0 1.1
C -0.016 -2.110 0.118 3.1 -0.5 1.7
C -1.559 -0.548 1.964 -0.5 1.3 -4.7
C -1.218 -1.342 -2.402 -1.7 -0.4 -0.7
C -0.632 -0.794 0.256 -2.6 1.1 2.8
N 0.311 0.359 0.152 1.1 0.1 0.6
S -1.974 -0.608 -0.910 -0.5 -0.8 -0.3
H 2.539 3.373 0.306 0.4 1.5 -0.2
H 3.499 1.237 0.641 1.3 0.0 -0.1
H 0.120 3.761 -0.133 0.0 -1.5 0.3
H 1.990 -0.757 0.478 0.6 -1.0 0.6
H -1.297 1.684 -0.197 0.0 -0.7 -0.2
H 0.895 -2.145 -0.504 -0.9 0.0 -0.7
H -0.761 -2.812 -0.103 -0.7 -1.1 -0.6
H 0.465 -2.439 1.055 -0.5 0.1 0.2
H -0.982 -0.782 2.796 1.1 -0.8 1.2
H -1.703 0.536 1.894 0.2 -0.1 0.2
H -2.603 -0.930 1.908 1.2 -0.5 0.0
H -1.233 -2.495 -2.584 0.4 2.3 0.8
H -0.335 -0.761 -2.495 1.5 -0.5 -0.3
H -1.826 -0.860 -3.182 -0.1 -0.5 0.0
```
Positions in Å, forces in eV/Å.

Listed below, in e, are the Löwdin charges computed for each atom:
1. C -0.0138
2. C 0.0157
3. C 0.0130
4. C 0.0446
5. C -0.0623
6. C -0.1291
7. C 0.0691
8. C -0.3537
9. C -0.6437
10. N -0.0302
11. S 0.9137
12. H 0.1121
13. H 0.1161
14. H 0.1534
15. H 0.1119
16. H 0.1042
17. H 0.1024
18. H 0.0723
19. H 0.1042
20. H 0.0313
21. H 0.0396
22. H 0.0704
23. H 0.1039
24. H 0.0171
25. H 0.0378